1.
Computed, not measured: a molecular structure, C33H25Cl3N8OS2V, with ωB97M-V/def2-TZVPD.

* charge: +2
* spin multiplicity: 2
* <S²>: 1.031
* E_LUMO (spin up / spin down): -9.31 / -8.27 eV
* gap between HOMO and LUMO (spin up / spin down): 3.369 / 4.409 eV

Atoms and positions in Å:
V -18.78914 -2.84427 -0.09171
C -22.33954 1.75386 -0.80708
C -21.09028 1.51397 -0.21530
C -20.43632 0.34809 -0.47599
C -21.15545 -0.67536 -1.13772
C -22.40596 -0.42658 -1.68729
C -23.02519 0.80376 -1.57454
N -20.54549 -1.94273 -1.23162
N -21.39143 -2.83021 -1.70228
C -20.92659 -4.09301 -1.54312
C -21.57727 -5.05972 -2.35897
C -21.17692 -6.36132 -2.25010
C -20.01196 -6.67076 -1.50073
C -19.25104 -5.67675 -0.90568
C -19.69716 -4.37052 -0.78059
H -22.84233 2.71882 -0.65361
H -20.71116 2.31955 0.47355
H -19.45044 0.10040 -0.11141
H -22.97762 -1.28164 -2.15837
H -24.04684 0.96773 -1.88450
H -22.55297 -4.76458 -2.71789
H -21.64617 -7.20601 -2.75825
H -19.63389 -7.68701 -1.43104
H -18.30787 -5.97504 -0.50182
N -14.21520 -2.00520 3.81895
C -14.78286 -2.76812 3.12810
N -15.48865 -3.78216 2.59219
C -16.46634 -3.70068 1.75408
N -17.24239 -3.72561 0.86180
Cl -26.22073 2.20991 4.12224
C -25.45290 0.67978 3.88694
C -24.75466 0.31752 2.73487
C -24.20729 -0.96092 2.58573
C -24.30512 -1.85466 3.64848
C -23.59734 -3.20114 3.65756
C -22.18527 -2.99860 4.23883
N -21.08948 -2.42547 3.32755
C -19.99533 -1.57142 3.66478
C -19.10393 -1.69238 2.66417
N -19.58766 -2.50154 1.65419
C -20.78016 -2.94990 2.10738
O -23.52861 -3.74991 2.27924
C -24.57208 -4.68218 2.04772
C -25.35421 -4.48011 0.73719
C -26.49885 -5.19615 0.44810
Cl -27.37077 -6.12487 1.57961
S -27.35161 -4.66183 -1.06251
C -26.10523 -3.47340 -1.26395
C -25.09607 -3.51975 -0.32299
C -24.97612 -1.46329 4.77646
Cl -25.28370 -2.51448 6.19991
C -25.55541 -0.20225 4.94818
H -24.80413 1.06976 1.91175
H -23.75794 -1.20612 1.66312
H -24.05509 -3.92180 4.34856
H -21.83661 -3.93124 4.62628
H -22.24333 -2.39643 5.17545
H -19.97734 -0.88007 4.55170
H -18.02938 -1.37136 2.67975
H -21.51192 -3.59061 1.61907
H -25.35110 -4.75440 2.86514
H -24.13067 -5.67761 2.05224
H -26.15610 -2.70219 -2.05710
H -24.35011 -2.70190 -0.22415
H -26.04854 0.03636 5.87622
S -15.17382 -2.26233 -2.22917
C -15.38411 -0.96270 -1.04964
C -16.71873 -0.78654 -0.72809
N -17.53830 -1.69754 -1.31817
C -16.85959 -2.33701 -2.27828
H -14.49226 -0.38346 -0.75390
H -17.03317 -0.03494 -0.05845
H -17.40827 -2.91737 -3.06635

Cartesian forces, eV/Å:
1.346 -0.615 0.431
-0.768 0.666 -0.035
-0.328 1.993 0.576
-0.400 -1.429 -0.026
1.336 0.769 -0.273
-1.944 -1.470 -0.927
1.131 -0.122 1.170
-2.808 -1.474 -0.034
2.150 2.049 1.214
1.185 -1.389 -0.926
-0.551 1.115 2.266
1.416 -1.589 0.302
-0.218 0.272 -0.680
0.130 -0.759 0.481
-1.655 0.576 -1.820
0.402 -0.407 0.122
-0.046 -1.052 -1.012
0.120 0.240 0.205
0.915 1.225 0.510
0.146 0.072 -0.340
0.157 -0.013 -0.705
-0.222 0.500 0.089
-0.232 0.096 -0.180
0.441 -0.050 0.468
-1.031 -1.372 -1.831
0.237 0.802 1.656
-2.489 0.339 -1.982
4.234 0.328 2.436
-2.232 0.764 -1.458
0.208 0.071 -0.485
0.126 -0.248 0.712
-0.744 0.804 -0.979
-0.837 1.364 1.197
0.309 -1.166 -0.196
0.592 0.698 -1.602
0.628 0.728 0.288
0.672 -0.177 -0.780
-1.294 -0.013 0.999
2.168 0.761 0.107
-1.715 -0.381 0.911
-0.816 0.499 0.932
-0.243 0.647 1.850
-1.585 -0.917 -0.308
-0.236 -0.112 -0.642
-0.338 1.373 -0.695
0.074 -0.512 0.031
1.924 0.114 1.752
0.715 0.483 -0.196
-0.751 0.579 0.499
-1.304 0.560 1.969
0.630 0.160 -1.016
0.631 -0.711 -0.743
0.417 -0.892 0.592
0.546 -0.466 -0.763
-0.111 0.253 -0.359
0.618 -0.828 -0.249
-0.024 0.097 -1.005
-0.041 -1.291 -0.982
-1.430 0.054 -0.192
0.450 0.051 -0.070
0.883 0.591 -0.588
0.118 -0.196 -0.180
-0.070 -0.877 0.459
-0.409 -0.883 -0.246
-0.137 0.120 -0.063
-1.214 1.925 0.661
0.096 0.040 -0.172
3.136 -0.746 0.030
-0.112 0.004 -1.396
-1.233 -1.943 -0.655
-0.816 -0.408 0.034
-0.596 0.520 0.698
0.691 0.206 1.140

2.
Computed, not measured: a molecular structure, C33H25ClCrN4O4S3, with ωB97M-V/def2-TZVPD.

* charge: -1
* spin multiplicity: 4
* <S²>: 3.828
* E_LUMO (spin up / spin down): 2.51 / 2.37 eV
* gap between HOMO and LUMO (spin up / spin down): 6.565 / 6.631 eV

Atoms and positions in Å:
Cr -0.76271 -0.13943 -0.24470
C -2.11559 2.73306 2.93035
C -2.15617 3.94547 2.26111
C -1.80607 3.99270 0.92560
C -1.43057 2.81343 0.29497
N -1.37845 1.65786 0.94530
C -1.71189 1.61356 2.22971
C -1.04390 2.73354 -1.13092
C -1.10871 3.82657 -1.98297
C -0.72325 3.67536 -3.30087
C -0.28433 2.43739 -3.73332
C -0.25864 1.39145 -2.83078
N -0.62388 1.53549 -1.55736
H -2.37890 2.65510 3.97576
H -2.45550 4.84866 2.77751
H -1.82867 4.92718 0.38664
H -1.64968 0.64106 2.70336
H -1.47024 4.77694 -1.62291
H -0.76925 4.51465 -3.98334
H 0.02424 2.27003 -4.75552
H 0.06840 0.40508 -3.12245
O 1.71161 2.03988 2.54630
S 1.82879 1.42858 1.24061
O 1.57615 2.25123 0.08569
N 0.91803 0.11308 1.10698
C 0.96438 -0.83874 2.12031
C 1.89732 -0.95152 3.13304
C 1.84494 -2.00469 4.06757
C 0.86460 -2.95282 4.03005
C -0.13553 -2.85909 3.03421
C -1.20974 -3.77211 2.93273
C -2.16174 -3.60574 1.97293
C -2.05854 -2.51330 1.08781
N -1.06213 -1.66417 1.15628
C -0.08811 -1.81028 2.09930
C 3.52830 0.91069 1.09701
C 3.90256 0.06743 0.06236
C 5.23609 -0.29449 -0.06064
C 6.18063 0.18930 0.83429
C 5.79500 1.03955 1.86128
C 4.46204 1.40249 1.99799
H 2.68966 -0.22633 3.23090
H 2.61069 -2.04992 4.83247
H 0.82816 -3.76119 4.74967
H -1.26344 -4.59707 3.63435
H -2.99621 -4.28557 1.87477
H -2.79061 -2.32518 0.31562
H 3.15500 -0.31358 -0.62288
H 5.53348 -0.96232 -0.85951
H 7.21980 -0.09949 0.73393
H 6.53076 1.41765 2.56023
H 4.13210 2.05414 2.79609
S 0.95736 -1.39892 -1.25999
C 0.45542 -2.04231 -2.81492
C 1.37205 -2.61856 -3.68934
C 0.95924 -3.12258 -4.91412
C -0.38372 -3.04136 -5.27010
C -1.29694 -2.45944 -4.40384
C -0.89377 -1.95554 -3.16692
S -2.00466 -1.21021 -2.04365
H 2.41466 -2.66941 -3.39584
H 1.68065 -3.57058 -5.58664
H -0.72025 -3.42755 -6.22503
H -2.34415 -2.38851 -4.67566
Cl -5.82526 -1.20728 0.61507
C -5.41962 0.03417 -0.61620
C -4.03634 0.68055 -0.42628
O -3.94188 1.85332 -0.82044
O -3.13868 -0.05970 0.04425
H -6.19586 0.79127 -0.58602
H -5.41856 -0.46899 -1.58120

Cartesian forces, eV/Å:
0.197 -0.410 -1.104
0.001 -0.023 0.038
0.011 0.037 -0.048
-0.006 -0.045 0.053
0.024 0.036 -0.080
-0.096 0.091 0.272
0.003 -0.013 -0.029
-0.013 0.008 -0.071
0.004 -0.059 -0.004
-0.007 0.031 0.034
0.019 -0.020 -0.044
0.069 0.025 0.073
-0.103 0.105 0.086
0.003 -0.010 -0.003
-0.003 0.000 -0.002
-0.003 0.006 0.003
-0.013 0.007 0.010
-0.005 0.008 -0.006
-0.005 0.003 0.004
0.005 -0.018 0.008
0.016 0.007 -0.023
0.007 0.012 -0.023
-0.057 0.011 -0.034
-0.048 0.012 0.023
0.075 0.001 0.531
-0.067 0.081 -0.101
0.084 -0.041 0.083
-0.015 0.041 -0.049
-0.028 -0.005 -0.014
0.044 -0.041 0.072
-0.012 -0.001 0.013
-0.019 0.076 -0.058
0.003 -0.083 0.097
0.127 0.163 -0.121
-0.043 -0.024 0.011
0.034 0.003 0.053
0.058 -0.007 0.031
-0.030 -0.021 -0.033
0.022 0.007 0.011
-0.016 0.015 0.012
0.013 -0.029 -0.032
-0.025 0.000 -0.009
0.005 0.003 -0.001
-0.003 -0.005 -0.005
0.008 0.000 0.000
-0.007 0.007 -0.005
-0.033 0.012 0.014
-0.015 0.007 -0.009
0.009 0.003 0.005
-0.001 0.000 -0.003
-0.001 -0.001 0.000
-0.004 0.000 0.000
0.273 0.015 -0.010
0.023 0.023 0.163
0.057 -0.054 -0.025
-0.045 0.020 0.007
0.023 -0.013 0.002
-0.098 0.002 -0.022
0.087 0.042 0.047
-0.423 -0.070 -0.018
-0.003 -0.006 -0.013
-0.002 -0.003 -0.008
0.006 -0.002 -0.004
0.012 -0.002 -0.018
-0.015 -0.041 0.003
0.043 0.105 0.010
-0.030 0.219 -0.093
-0.041 -0.121 -0.001
-0.011 -0.062 0.361
-0.005 -0.017 0.001
-0.014 0.000 -0.008

3.
Computed, not measured: a molecular structure, C33H25F5ILiN7O4S, with ωB97M-V/def2-TZVPD.

* charge: -1
* spin multiplicity: 1
* E_LUMO: 2.11 eV
* gap between HOMO and LUMO: 5.929 eV

Atoms and positions in Å:
Li -0.23263 -0.57473 -0.40490
C 4.07108 -0.33870 1.94993
C 3.16092 -0.37309 0.89052
N 1.90792 0.00982 0.98963
C 1.47325 0.48864 2.16189
C 2.32676 0.62352 3.27825
C 3.64473 0.16763 3.15201
C 1.82974 1.18415 4.49557
C 0.53307 1.53449 4.61066
C -0.37800 1.35159 3.52426
C -1.74176 1.64272 3.65022
C -2.56893 1.46292 2.57502
C -2.01371 1.00836 1.37662
N -0.74216 0.70975 1.22785
C 0.07908 0.85280 2.28643
H 5.07638 -0.71477 1.81924
H 3.48170 -0.73292 -0.08232
H 4.30811 0.20776 4.00817
H 2.52082 1.30424 5.32199
H 0.15438 1.95162 5.53719
H -2.11974 1.98956 4.60544
H -3.63147 1.65354 2.64439
H -2.63469 0.85159 0.50124
N 2.71743 -1.35633 -3.16038
C 1.80761 -1.44075 -2.15879
O 1.16160 -0.46115 -1.81220
C 1.60125 -2.75578 -1.44878
I 3.03192 -4.29933 -1.81146
H 2.73073 -0.50520 -3.69581
H 3.10895 -2.18749 -3.56688
H 0.61701 -3.10982 -1.76838
H 1.56960 -2.59184 -0.37132
O -1.26702 -2.34165 -2.88254
N -2.10949 -1.72762 -2.22342
O -1.75244 -1.31343 -1.09113
F -3.72059 -6.20574 4.88438
C -2.85489 -5.33303 4.34048
C -3.05236 -3.96998 4.46285
F -4.12884 -3.52439 5.13701
C -2.15705 -3.07800 3.91086
F -2.40669 -1.77051 4.07829
C -1.00829 -3.47963 3.20732
S 0.13045 -2.37691 2.56924
C -0.85526 -4.87593 3.09927
F 0.20227 -5.37099 2.44639
C -1.74049 -5.77743 3.65020
F -1.52849 -7.09997 3.53349
C -3.11418 6.48422 3.85650
C -2.12040 6.09312 2.79742
C -2.49089 5.94902 1.46892
C -1.57463 5.61800 0.48143
C -0.23522 5.42214 0.80664
N 0.79962 5.21459 -0.13066
C 0.81819 5.49364 -1.48082
O 1.75487 6.09635 -1.97674
N -0.25294 5.11347 -2.26351
C -0.95512 3.88511 -2.30762
C -1.99364 3.77440 -3.22775
C -2.65618 2.56855 -3.36197
C -2.24586 1.49439 -2.58558
N -1.25602 1.59056 -1.70846
C -0.63235 2.75313 -1.55354
C 0.13638 5.52177 2.14690
C -0.78880 5.85237 3.11756
H -3.96630 7.00324 3.41912
H -2.65015 7.13491 4.59806
H -3.49040 5.60110 4.38074
H -3.52598 6.09736 1.18222
H -1.91324 5.55426 -0.53870
H 1.71748 5.34469 0.26357
H -0.21483 5.57630 -3.15740
H -2.26287 4.62832 -3.84020
H -3.46325 2.45631 -4.07290
H -2.70507 0.51566 -2.67492
H 0.18451 2.75780 -0.84219
H 1.16971 5.34862 2.42874
H -0.46254 5.92414 4.14922

Cartesian forces, eV/Å:
0.179 0.482 0.142
0.005 0.040 0.166
-0.027 -0.016 -0.115
-0.126 -0.102 -0.201
0.316 -0.008 0.262
-0.156 -0.055 -0.224
0.058 -0.001 -0.113
-0.088 0.028 0.155
0.191 -0.036 0.158
0.067 -0.042 -0.351
-0.019 0.033 -0.005
-0.074 0.085 0.157
-0.056 -0.172 -0.229
0.277 -0.095 0.124
-0.381 0.350 0.334
0.006 0.015 -0.026
-0.025 -0.051 -0.022
-0.002 0.032 0.003
-0.040 -0.001 0.026
-0.017 -0.033 -0.010
-0.030 0.011 -0.023
0.016 0.002 -0.040
0.011 -0.017 0.002
-0.099 -0.070 0.026
0.194 0.300 -0.145
0.110 -0.312 0.009
-0.268 0.058 -0.016
-0.086 0.050 0.044
-0.087 0.015 0.018
0.045 -0.031 0.056
0.043 -0.068 -0.004
0.037 -0.033 0.000
0.168 -0.008 0.179
-0.276 -0.054 -0.288
-0.094 -0.199 0.027
-0.074 -0.066 0.040
0.154 0.120 -0.084
-0.084 -0.065 0.051
-0.059 0.038 0.029
0.293 -0.144 -0.176
-0.084 0.104 0.057
-0.331 -0.487 0.204
0.428 0.362 -0.275
-0.096 0.399 0.054
0.085 -0.141 -0.039
-0.092 -0.025 0.056
0.006 -0.078 -0.027
0.030 -0.171 0.010
-0.016 -0.001 0.001
0.002 -0.055 0.028
0.096 -0.006 -0.100
-0.201 0.173 0.000
-0.128 -0.393 0.121
0.155 0.272 -0.258
0.008 -0.085 0.047
-0.178 -0.001 0.120
-0.008 -0.262 0.121
-0.018 0.010 0.081
0.103 0.082 -0.013
-0.089 -0.134 -0.014
0.067 0.137 0.154
0.063 0.126 -0.251
0.082 -0.116 -0.010
0.014 -0.061 0.048
-0.014 0.016 0.032
-0.049 0.025 0.013
-0.022 0.052 0.000
0.010 0.048 0.008
0.017 -0.051 -0.094
0.063 0.095 -0.059
0.160 0.029 -0.039
-0.022 0.015 0.024
-0.005 -0.011 -0.003
-0.017 0.020 0.013
-0.008 0.088 0.077
-0.010 0.010 -0.014
0.000 0.035 -0.008

The following ΔE to the lowest compared entry with this formula, charge and spin values (in eV) correspond, in order, to the records above: 0.000 0.507 0.449.
The following F_max values (in eV Å⁻¹) correspond, in order, to the records above: 4.90 1.19 0.62.
The following DFT total energy values (in eV) correspond, in order, to the records above: -133500.25827 -122233.27821 -85979.29942.